The following is a quantum chemistry calculation of 5 unconnected molecules or ions with the total composition C15H30O15 at a distorted geometry, from OMol25.

Its SMILES is COC(=O)OC.COC(=O)OC.COC(=O)OC.COC(=O)OC.COC(=O)OC. Its lowest unoccupied orbital energy is 0.27 eV. Its energy above the lowest of the compared OMol25 structures with the same formula, charge and spin is 73.0 kcal per mole. Its frontier orbital gap is 0.3965 hartree.

Structure (ORCA input):
```
! wB97M-V def2-TZVPD RIJCOSX def2/J DEFGRID3
* xyz 0 1
C 21.849 5.095 23.694
O 21.457 6.241 23.072
C 21.804 6.408 21.728
O 22.405 5.571 21.058
O 21.437 7.613 21.384
C 21.668 8.018 20.070
H 22.047 5.387 24.726
H 22.821 4.749 23.342
H 21.045 4.371 23.567
H 21.405 7.373 19.232
H 22.754 8.101 20.020
H 21.287 9.038 20.021
C 21.706 9.586 27.352
O 22.009 9.916 26.030
C 22.490 11.148 25.725
O 22.614 12.084 26.501
O 22.325 11.343 24.354
C 22.594 12.556 23.811
H 21.337 8.560 27.328
H 20.877 10.175 27.742
H 22.575 9.634 28.008
H 22.004 13.421 24.115
H 22.404 12.420 22.747
H 23.638 12.869 23.823
C 19.781 18.778 20.433
O 19.205 20.038 20.258
C 19.838 21.213 19.970
O 21.005 21.439 20.220
O 18.902 22.047 19.466
C 19.263 23.428 19.111
H 19.023 18.141 20.888
H 20.623 18.738 21.124
H 20.121 18.490 19.438
H 18.464 23.853 18.504
H 20.247 23.503 18.649
H 19.425 24.082 19.968
C 10.412 12.826 23.276
O 9.498 12.060 24.041
C 8.257 12.326 23.996
O 7.803 13.465 23.714
O 7.551 11.250 24.370
C 6.178 11.369 24.553
H 10.462 13.845 23.659
H 9.978 12.867 22.277
H 11.411 12.391 23.242
H 5.898 10.356 24.840
H 5.667 11.624 23.625
H 5.938 12.085 25.340
C 17.189 10.409 23.339
O 16.951 10.896 22.014
C 16.407 12.066 21.792
O 16.026 12.929 22.638
O 16.543 12.331 20.442
C 16.405 13.632 19.900
H 17.069 11.155 24.125
H 18.162 9.945 23.496
H 16.368 9.699 23.442
H 16.940 14.357 20.512
H 15.347 13.858 19.765
H 17.001 13.645 18.987
*
```

Atom charges from the Löwdin analysis, given in e for atoms 1 to 2:
1 C -0.103
2 O -0.031

***

The following is a quantum chemistry calculation of 5 unconnected molecules or ions with the total composition C15H30O15 at a distorted geometry, from OMol25.

Its SMILES is COC(=O)OC.COC(=O)OC.COC(=O)OC.COC(=O)OC.COC(=O)OC. Its lowest unoccupied orbital energy is 0.58 eV. Its energy above the lowest of the compared OMol25 structures with the same formula, charge and spin is 8.7 kcal per mole. Its frontier orbital gap is 0.4197 hartree.

Structure (ORCA input):
```
! wB97M-V def2-TZVPD RIJCOSX def2/J DEFGRID3
* xyz 0 1
C 25.850 7.168 -13.352
O 27.215 7.378 -13.728
C 27.564 6.909 -14.934
O 26.894 6.207 -15.637
O 28.809 7.330 -15.145
C 29.518 6.888 -16.303
H 25.826 7.042 -12.273
H 25.436 6.295 -13.846
H 25.286 8.067 -13.606
H 29.071 7.208 -17.244
H 29.613 5.804 -16.267
H 30.484 7.377 -16.225
C 19.245 12.281 -20.213
O 20.344 13.176 -20.057
C 20.938 13.128 -18.871
O 20.574 12.471 -17.930
O 21.989 13.942 -18.896
C 22.693 14.034 -17.659
H 19.482 11.298 -19.822
H 18.988 12.276 -21.268
H 18.365 12.685 -19.701
H 23.606 14.595 -17.848
H 22.928 13.039 -17.294
H 22.143 14.604 -16.908
C 29.182 12.861 -19.367
O 30.043 12.178 -20.280
C 30.332 10.921 -19.965
O 29.916 10.316 -19.009
O 31.174 10.451 -20.877
C 31.444 9.072 -20.830
H 29.570 12.826 -18.352
H 28.169 12.461 -19.397
H 29.145 13.891 -19.711
H 32.362 8.848 -21.369
H 30.661 8.480 -21.311
H 31.558 8.705 -19.810
C 22.580 10.592 -12.165
O 21.577 11.476 -12.678
C 20.577 10.876 -13.320
O 20.438 9.687 -13.428
O 19.784 11.816 -13.817
C 18.816 11.368 -14.767
H 22.161 9.977 -11.368
H 23.359 11.245 -11.789
H 22.971 9.928 -12.935
H 18.580 12.235 -15.373
H 17.913 11.056 -14.235
H 19.175 10.524 -15.347
C 27.455 10.526 -16.950
O 26.234 10.518 -16.231
C 25.708 11.658 -15.816
O 26.160 12.763 -15.982
O 24.587 11.373 -15.163
C 23.819 12.482 -14.704
H 27.370 10.095 -17.947
H 28.121 9.845 -16.415
H 27.933 11.493 -17.048
H 23.950 12.619 -13.634
H 22.777 12.230 -14.893
H 24.044 13.413 -15.215
*
```

Atom charges from the Löwdin analysis, given in e for atoms 1 to 2:
1 C -0.029
2 O -0.002

***

The following is a quantum chemistry calculation of 2 unconnected molecules or ions with the total composition C15H31BF3N6O8PS at a distorted geometry, from OMol25.

Its lowest unoccupied orbital energy is -3.00 eV. Its frontier orbital gap is 0.1750 hartree.

Structure (ORCA input):
```
! wB97M-V def2-TZVPD RIJCOSX def2/J DEFGRID3
* xyz 0 1
C 0.559 -3.223 3.120
C -0.966 -3.393 2.580
C -1.312 -1.982 1.831
C -2.493 -2.174 0.767
N -2.838 -0.953 -0.035
C -2.103 0.241 0.388
C -0.839 0.620 -0.478
C -0.371 -0.182 -1.776
C 0.713 -1.346 -1.514
N 1.901 -0.937 -0.719
N 0.161 -2.590 -0.919
N 1.243 -1.734 -2.874
C -0.028 1.882 -0.034
C 1.276 2.451 -0.759
O 2.143 3.235 0.086
C 2.750 2.447 1.139
C 3.922 1.455 0.657
C -0.537 2.656 1.221
C -1.793 2.207 1.993
P -2.331 3.267 3.472
O -3.591 4.096 3.115
O -1.092 4.425 3.753
O -2.485 2.393 4.914
N -2.533 1.017 1.545
B -3.782 0.685 2.366
N -3.853 -0.327 3.457
O -4.954 1.487 2.044
H 1.221 -3.225 2.177
H 0.870 -4.067 3.830
H 0.639 -2.181 3.615
H -1.081 -4.227 1.810
H -1.648 -3.561 3.500
H -0.318 -1.629 1.385
H -1.556 -1.249 2.684
H -2.154 -3.028 0.063
H -3.425 -2.584 1.312
H -3.851 -0.793 -0.113
H 0.125 0.593 -2.477
H -1.265 -0.592 -2.385
H 2.494 -0.376 -1.365
H 1.649 -0.391 0.116
H -0.350 -3.166 -1.598
H 0.910 -3.151 -0.470
H 0.585 -2.367 -3.354
H 1.319 -0.905 -3.489
H 1.916 1.670 -1.289
H 0.900 3.169 -1.587
H 2.013 1.846 1.777
H 3.241 3.206 1.860
H 4.756 1.529 1.456
H 4.351 1.699 -0.370
H 3.533 0.371 0.747
H 0.007 3.586 1.586
H -1.457 5.314 3.504
H -3.453 2.380 5.148
H -3.033 -0.252 4.091
H -3.848 -1.272 3.025
H -5.142 1.378 1.082
C 3.288 -0.275 -7.806
F 3.569 1.026 -8.065
F 2.205 -0.581 -8.563
F 4.317 -0.990 -8.323
S 3.019 -0.607 -5.995
O 1.886 0.238 -5.610
O 4.269 -0.225 -5.347
O 2.733 -2.034 -5.903
*
```

Atom charges from the Löwdin analysis, given in e for atoms 1 to 2:
1 C -0.124
2 C -0.231